The following is a DFT calculation (ωB97M-V with the def2-TZVPD basis set) of C32H28BrN3O3SSiYb as an isolated structure in a non-equilibrium geometry.

## Properties
LUMO energy = 0.09741 Ha
Kohn-Sham gap = 7.533 eV
relative energy (zero: lowest compared OMol25 entry of this formula, charge and spin) = 19.4 kJ/mol
2S+1 = 2
⟨S²⟩ = 0.751
net charge = -1
maximum force = 0.0315 Eh/bohr

XYZ file:
```
70
C32H28BrN3O3SSiYb ωB97M-V with the def2-TZVPD basis set
Yb 0.598 -0.191 -0.340
O -0.677 -4.357 2.731
C -0.696 -4.838 1.483
C -0.608 -6.221 1.310
C -0.631 -6.777 0.045
C -0.741 -5.966 -1.080
C -0.819 -4.596 -0.919
C -0.804 -4.012 0.348
C -0.790 -2.532 0.433
O -0.715 -1.839 -0.645
N -0.777 -2.018 1.651
N -0.495 -0.666 1.642
C -0.171 -0.128 2.760
C 0.252 1.251 2.872
C 0.577 1.750 4.140
C 1.018 3.041 4.323
C 1.143 3.875 3.210
C 0.836 3.414 1.950
C 0.389 2.091 1.725
O 0.130 1.687 0.518
H -0.671 -3.361 2.639
H -0.511 -6.839 2.193
H -0.559 -7.852 -0.066
H -0.749 -6.402 -2.071
H -0.884 -3.936 -1.774
H -0.187 -0.733 3.668
H 0.480 1.087 4.994
H 1.263 3.406 5.313
H 1.496 4.892 3.340
H 0.932 4.059 1.084
Br -1.275 1.015 -2.273
C -0.479 0.221 -3.861
C -1.223 0.297 -5.001
C -0.704 -0.231 -6.197
C 0.537 -0.799 -6.198
C 1.311 -0.874 -5.016
C 2.595 -1.461 -5.033
C 3.330 -1.519 -3.884
C 2.810 -1.010 -2.677
C 1.557 -0.434 -2.555
C 0.810 -0.362 -3.777
H -2.200 0.761 -4.983
H -1.295 -0.177 -7.102
H 0.955 -1.205 -7.113
H 2.982 -1.859 -5.965
H 4.314 -1.975 -3.884
H 3.443 -1.102 -1.800
C 4.346 -3.299 3.454
Si 5.344 -2.491 2.069
C 7.074 -2.181 2.795
C 5.606 -3.576 0.546
C 4.640 -0.800 1.619
C 5.303 0.386 1.871
C 4.737 1.610 1.517
C 3.513 1.597 0.890
N 2.828 0.482 0.629
C 3.357 -0.708 1.005
S 2.385 -2.089 0.698
H 4.856 -4.178 3.857
H 3.365 -3.600 3.091
H 4.205 -2.587 4.270
H 7.531 -3.137 3.064
H 7.027 -1.570 3.700
H 7.737 -1.685 2.082
H 6.266 -4.420 0.767
H 6.061 -2.997 -0.262
H 4.655 -3.963 0.185
H 6.280 0.366 2.344
H 5.241 2.545 1.718
H 3.048 2.524 0.574
```